[1]
The following is a quantum chemistry calculation of a 4-piece molecular cluster, C13H34BrN2O5 overall in a non-equilibrium geometry, from OMol25.

Structure (XYZ):
```
55
Properties=species:S:1:pos:R:3
Br 0.243 0.653 -0.041
C -4.306 -0.552 -1.373
O -3.974 -1.852 -0.921
C -4.269 -1.999 0.443
C -3.922 -3.400 0.888
N -2.632 -3.845 0.308
C -1.532 -2.997 0.741
C -0.219 -3.617 0.152
O -0.125 -3.553 -1.213
C 1.077 -2.954 -1.687
H -3.935 -0.427 -2.385
H -3.810 0.154 -0.701
H -5.393 -0.418 -1.367
H -5.304 -1.704 0.665
H -3.705 -1.240 1.004
H -4.656 -4.125 0.518
H -3.939 -3.521 1.980
H -2.465 -4.777 0.671
H -1.465 -3.007 1.845
H -1.567 -1.947 0.453
H -0.199 -4.642 0.563
H 0.598 -3.065 0.644
H 1.223 -3.079 -2.754
H 1.892 -3.395 -1.103
H 1.002 -1.892 -1.442
C -0.782 4.616 0.060
O 0.419 4.425 0.788
C 1.554 4.775 0.044
C 2.796 4.448 0.872
N 2.794 3.003 1.095
C 4.119 2.530 1.422
C 4.126 1.014 1.610
O 2.986 0.622 2.317
C 2.794 -0.772 2.290
H -0.769 4.019 -0.850
H -0.932 5.700 -0.040
H -1.606 4.307 0.702
H 1.426 5.838 -0.215
H 1.712 4.218 -0.890
H 2.937 4.921 1.847
H 3.653 4.781 0.256
H 2.464 2.536 0.251
H 4.566 2.933 2.342
H 4.912 2.795 0.700
H 5.092 0.641 1.971
H 3.996 0.590 0.597
H 3.669 -1.352 2.611
H 2.659 -1.012 1.226
H 1.895 -1.091 2.806
C -0.824 -0.463 -3.628
O -1.150 -1.235 -2.489
H -0.768 -1.149 -4.481
H -1.696 0.174 -3.865
H 0.036 0.197 -3.504
H -0.698 -0.805 -1.734
```

Its total charge is -1. The multiplicity is 1. The calculation puts the energy above the lowest of the compared OMol25 structures with the same formula, charge and spin at 0.0 kcal/mol.

natural (NBO) population analysis, charges in e, atoms 1 to 8: -0.93, -0.24, -0.52, -0.08, -0.23, -0.59, -0.25, -0.05

---

[2]
The following is a quantum chemistry calculation of a 3-piece molecular cluster, C21H40BrN5O6 overall in a non-equilibrium geometry, from OMol25.

Structure (XYZ):
```
73
Properties=species:S:1:pos:R:3
C 1.658 1.506 -4.175
O 2.429 1.250 -5.336
C 2.710 2.399 -6.020
N 1.500 2.955 -6.758
C 1.621 4.168 -6.900
O 1.631 5.281 -7.303
C 3.844 2.166 -7.022
Br 3.085 1.194 -8.578
N 4.914 1.357 -6.495
C 5.382 1.786 -5.186
C 5.661 3.112 -5.002
C 6.089 3.556 -3.779
C 6.238 2.575 -2.833
C 5.962 1.289 -3.157
N 5.510 0.815 -4.309
H 1.661 0.622 -3.560
H 2.084 2.326 -3.579
H 0.638 1.774 -4.431
H 2.996 3.174 -5.295
H 4.219 3.098 -7.448
H 5.691 1.308 -7.139
H 5.544 3.808 -5.817
H 6.292 4.595 -3.577
H 6.575 2.819 -1.838
H 6.127 0.544 -2.387
C -2.399 -2.520 1.000
O -3.246 -2.301 -0.122
C -4.111 -1.185 0.027
C -3.729 -0.077 -0.934
N -2.465 0.539 -0.547
C -1.913 1.449 -1.547
C -1.494 0.860 -2.892
O -0.380 -0.018 -2.817
C -0.713 -1.364 -2.511
H -1.886 -3.469 0.842
H -1.648 -1.731 1.093
H -2.973 -2.588 1.914
H -4.133 -0.823 1.059
H -5.119 -1.529 -0.226
H -4.512 0.687 -0.935
H -3.676 -0.516 -1.939
H -1.787 -0.190 -0.370
H -1.029 1.909 -1.098
H -2.633 2.255 -1.722
H -1.173 1.695 -3.518
H -2.326 0.386 -3.425
H -1.689 -1.649 -2.908
H -0.682 -1.540 -1.433
H 0.045 -2.003 -2.965
C 0.444 -2.101 8.101
O -0.768 -2.832 8.072
C -1.882 -2.118 8.598
C -2.876 -1.791 7.502
N -2.345 -0.781 6.594
C -3.143 -0.584 5.387
C -3.255 -1.753 4.411
O -2.039 -2.089 3.764
C -1.207 -2.983 4.486
H 1.246 -2.779 7.812
H 0.426 -1.266 7.394
H 0.653 -1.724 9.106
H -1.569 -1.216 9.132
H -2.369 -2.779 9.320
H -3.798 -1.415 7.955
H -3.107 -2.727 6.977
H -1.410 -1.048 6.318
H -2.694 0.253 4.847
H -4.149 -0.268 5.678
H -3.936 -1.438 3.613
H -3.711 -2.641 4.865
H -1.782 -3.684 5.095
H -0.496 -2.439 5.112
H -0.626 -3.553 3.758
```

The calculation puts the electronic energy at -112199.330 eV. The multiplicity is 1.

Löwdin population analysis, charges in e, atoms 1 to 8: -0.06, -0.11, -0.45, 0.16, -0.31, 0.16, -0.64, 0.71

---

[3]
The following is a quantum chemistry calculation of C3H3Li2O9 as an isolated structure in a non-equilibrium geometry, from OMol25.

Structure (XYZ):
```
17
Properties=species:S:1:pos:R:3
Li 0.001 1.724 -0.776
Li -0.137 -0.383 0.050
O -0.503 1.931 2.221
C -0.492 1.002 1.279
O 0.116 -0.093 1.488
O -0.936 1.217 0.136
H -0.097 1.367 2.883
O 2.566 -0.009 -1.582
C 1.542 0.657 -1.192
O 0.390 0.179 -1.031
O 1.664 1.827 -0.891
H 3.130 0.768 -1.579
O -2.006 -2.946 -0.168
C -1.107 -1.951 -0.172
O 0.075 -2.216 0.056
O -1.538 -0.818 -0.468
H -2.670 -2.258 -0.256
```

Its total charge is -1. The multiplicity is 1. The calculation puts the energy above the lowest of the compared OMol25 structures with the same formula, charge and spin at 50.9 kcal/mol.

natural (NBO) population analysis, charges in e, atoms 1 to 8: 0.91, 0.81, -0.69, 0.92, -0.80, -0.82, 0.49, -0.65

---

[4]
The following is a quantum chemistry calculation of C6H10HgO3 as an isolated structure in a non-equilibrium geometry, from OMol25.

Structure (XYZ):
```
20
Properties=species:S:1:pos:R:3
O -1.503 -0.779 -0.388
Hg -1.073 -3.076 -0.338
O 0.620 -1.483 -0.176
C -0.270 -0.685 -0.400
O 0.091 0.744 -0.296
C 1.425 1.176 0.141
H 1.507 2.181 -0.290
H 2.114 0.459 -0.315
C 1.527 1.188 1.630
C 2.480 0.533 2.292
H 0.820 1.829 2.166
H 2.596 0.645 3.371
H 3.184 -0.124 1.775
C -1.211 1.641 -0.286
C -1.815 1.700 -1.664
H -1.920 1.423 0.515
H -0.753 2.588 0.021
H -2.241 0.729 -1.947
H -2.615 2.453 -1.657
H -1.070 1.987 -2.419
```

Its total charge is +1. Its expectation value of S² is 0.7520. The multiplicity is 2. The calculation puts the energy above the lowest of the compared OMol25 structures with the same formula, charge and spin at 0.0 kcal/mol.

natural (NBO) population analysis, charges in e, atoms 1 to 8: -0.72, 0.88, -0.68, 0.97, -0.41, -0.09, 0.23, 0.25

---

[5]
The following is a quantum chemistry calculation of one molecule with the formula C6H10, from OMol25.

Structure (XYZ):
```
16
Properties=species:S:1:pos:R:3
C -1.602 -2.268 0.155
C -1.711 -0.809 -0.261
C -0.803 0.178 -0.034
C 0.194 0.154 1.024
C 1.409 1.002 0.785
C 1.704 1.621 -0.600
H -0.560 -2.581 0.250
H -2.137 -2.462 1.099
H -2.091 -2.838 -0.651
H -0.910 1.090 -0.646
H -2.542 -0.535 -0.922
H 2.230 0.332 1.095
H 1.441 1.770 1.582
H 0.974 2.388 -0.890
H 2.689 2.106 -0.603
H 1.716 0.851 -1.382
```

The multiplicity is 1. The calculation puts the energy above the lowest of the compared OMol25 structures with the same formula, charge and spin at 89.2 kcal/mol.

natural (NBO) population analysis, charges in e, atoms 1 to 8: -0.67, -0.01, -0.43, 0.11, -0.58, -0.63, 0.23, 0.24

---

[6]
The following is a quantum chemistry calculation of one molecule with the formula C9H9NO3 in a non-equilibrium geometry, from OMol25.

Structure (XYZ):
```
22
Properties=species:S:1:pos:R:3
C -1.001 -0.812 -1.549
C -1.068 0.262 -0.796
C 1.290 -0.013 -0.161
C 1.308 -1.174 -0.903
C 0.204 -1.568 -1.704
C -1.129 2.267 1.399
C -2.089 1.127 2.077
C 0.101 0.699 -0.084
C 2.615 -2.045 -0.847
N -0.125 1.859 0.569
O 0.210 -2.509 -2.509
O -1.107 3.395 1.886
O -1.997 -0.025 1.475
H -1.902 -1.292 -2.026
H -1.843 0.920 -0.602
H 2.149 0.282 0.537
H -1.672 1.301 2.999
H -3.135 1.551 2.149
H 2.940 -2.094 -1.922
H 2.357 -3.144 -0.588
H 3.191 -1.499 -0.229
H 0.701 2.512 0.830
```

The multiplicity is 1. The calculation puts the energy above the lowest of the compared OMol25 structures with the same formula, charge and spin at 77.9 kcal/mol.

natural (NBO) population analysis, charges in e, atoms 1 to 8: -0.22, -0.19, -0.27, 0.06, 0.36, 0.69, -0.16, 0.24

---

[7]
The following is a quantum chemistry calculation of a 5-piece molecular cluster, C36H43BClF3O6 overall in a non-equilibrium geometry, from OMol25.

Structure (XYZ):
```
90
Properties=species:S:1:pos:R:3
C 5.111 1.585 -1.906
C 3.903 2.048 -2.715
O 2.943 0.992 -2.757
C 1.626 1.409 -3.046
C 0.804 1.272 -1.773
O -0.498 1.856 -1.995
C -0.860 2.960 -1.253
C -1.198 2.546 0.220
F -2.507 2.341 0.369
F -0.593 1.412 0.582
F -0.823 3.472 1.089
O 0.197 3.909 -1.166
C 0.204 4.559 -2.379
O 1.106 5.217 -2.730
O -0.938 4.360 -3.014
C -1.919 3.770 -2.062
B -2.561 5.076 -1.277
C -3.326 5.092 0.088
O -2.403 6.258 -1.957
C -2.883 2.934 -2.918
Cl -3.326 3.916 -4.355
C -4.164 2.384 -2.256
C -4.100 0.855 -2.041
H 5.251 2.186 -1.005
H 4.957 0.550 -1.594
H 6.032 1.637 -2.487
H 3.440 2.935 -2.267
H 4.191 2.305 -3.741
H 1.595 2.446 -3.402
H 1.220 0.774 -3.839
H 1.338 1.762 -0.958
H 0.664 0.223 -1.508
H -3.881 4.193 0.337
H -4.021 5.937 0.066
H -2.629 5.284 0.913
H -1.641 6.803 -1.738
H -2.320 2.094 -3.318
H -4.988 2.602 -2.934
H -4.399 2.904 -1.330
H -4.928 0.355 -2.546
H -4.160 0.575 -0.989
H -3.166 0.446 -2.430
C -0.478 -3.989 2.158
C 0.902 -4.124 2.073
C 1.677 -3.074 1.600
C 1.072 -1.886 1.213
C -0.308 -1.751 1.297
C -1.082 -2.802 1.768
H -1.081 -4.809 2.528
H 1.374 -5.049 2.377
H 2.751 -3.182 1.532
H 1.676 -1.067 0.843
H -0.782 -0.828 0.985
H -2.158 -2.693 1.835
C 1.258 -7.793 5.890
C 1.005 -7.221 4.650
C 1.308 -7.919 3.490
C 1.860 -9.190 3.566
C 2.112 -9.762 4.805
C 1.812 -9.063 5.967
H 1.023 -7.248 6.795
H 0.571 -6.230 4.590
H 1.113 -7.474 2.522
H 2.094 -9.734 2.660
H 2.541 -10.754 4.866
H 2.011 -9.509 6.933
C 2.316 5.196 2.818
C 3.106 5.890 3.725
C 3.295 5.387 5.005
C 2.698 4.191 5.378
C 1.909 3.497 4.470
C 1.717 4.001 3.191
H 2.169 5.586 1.818
H 3.574 6.821 3.434
H 3.910 5.928 5.713
H 2.848 3.799 6.375
H 1.444 2.563 4.760
H 1.105 3.460 2.482
C -2.777 -2.201 -5.445
C -2.127 -1.590 -4.382
C -1.745 -2.338 -3.276
C -2.011 -3.699 -3.236
C -2.665 -4.310 -4.297
C -3.049 -3.561 -5.401
H -3.069 -1.617 -6.309
H -1.908 -0.529 -4.421
H -1.231 -1.863 -2.449
H -1.701 -4.285 -2.380
H -2.871 -5.372 -4.266
H -3.558 -4.038 -6.229
```

The calculation puts the electronic energy at -71666.381 eV. The multiplicity is 1.

Löwdin population analysis, charges in e, atoms 1 to 8: -0.06, -0.25, -0.15, -0.17, -0.11, -0.02, -0.31, -0.52

---

[8]
The following is a quantum chemistry calculation of C5H11ErO4 as an isolated structure in a non-equilibrium geometry, from OMol25.

Structure (XYZ):
```
21
Properties=species:S:1:pos:R:3
O 2.363 0.092 -1.086
C 2.527 -0.901 -0.373
C 1.334 -1.700 0.051
O 0.203 -0.891 -0.116
C -1.078 -1.414 0.242
C -2.038 -0.258 0.439
O -2.377 0.422 -0.735
C -1.604 1.621 -1.015
Er 0.586 1.196 -1.033
H 3.505 -1.407 -0.332
H 1.485 -2.017 1.098
H 1.254 -2.606 -0.575
H -1.013 -1.978 1.185
H -1.412 -2.111 -0.540
H -1.589 0.444 1.168
H -2.957 -0.677 0.875
H -1.943 1.962 -2.008
H -1.920 2.409 -0.305
O 1.305 2.408 0.804
H 1.305 3.368 0.880
H 2.064 2.038 1.377
```

Its total charge is +2. Its expectation value of S² is 3.7537. The multiplicity is 4. The calculation puts the energy above the lowest of the compared OMol25 structures with the same formula, charge and spin at 0.0 kcal/mol.

natural (NBO) population analysis, charges in e, atoms 1 to 8: -0.68, 0.51, -0.20, -0.63, -0.11, -0.10, -0.51, -0.83

---

[9]
The following is a quantum chemistry calculation of C20H23MnN6O2S2 as an isolated structure in a non-equilibrium geometry, from OMol25.

Structure (XYZ):
```
54
Properties=species:S:1:pos:R:3
Mn -0.255 0.451 0.801
C -1.428 -4.152 -0.719
C -2.178 -4.995 0.118
O -2.690 -5.558 1.030
H -2.134 -3.514 -1.303
H -0.841 -4.735 -1.471
H -0.707 -3.570 -0.162
O -0.041 0.024 -1.239
S 1.493 0.220 -1.307
C 1.563 1.797 -2.074
C 0.482 2.222 -2.828
C 0.517 3.493 -3.403
C 1.562 4.362 -3.160
C 2.625 3.890 -2.364
C 2.658 2.584 -1.885
C 1.973 -0.848 -2.668
C 3.284 -1.151 -2.700
C 3.780 -1.948 -3.779
C 2.886 -2.448 -4.716
C 1.521 -2.127 -4.610
C 1.047 -1.389 -3.549
H -0.365 1.536 -2.945
H -0.269 3.702 -4.104
H 1.600 5.412 -3.485
H 3.469 4.511 -2.049
H 3.493 2.195 -1.284
H 3.956 -0.778 -1.949
H 4.860 -2.185 -3.830
H 3.257 -3.139 -5.482
H 0.767 -2.518 -5.285
H 0.003 -1.208 -3.467
N -4.287 1.452 2.044
C -4.775 0.199 2.258
N -6.069 0.078 2.615
N -4.060 -0.895 2.086
C -2.806 -0.912 1.787
N -1.671 -0.902 1.427
H -4.946 2.196 1.839
H -3.531 1.557 1.369
H -6.705 0.848 2.550
H -6.524 -0.838 2.657
C -1.039 1.071 4.817
N 0.335 0.597 4.445
C 1.253 -0.251 5.128
C 2.369 -0.384 4.340
N 2.170 0.366 3.205
C 0.961 1.021 3.300
S 0.339 2.161 2.176
H -1.674 1.071 3.898
H -0.966 2.094 5.210
H -1.448 0.376 5.537
H 1.034 -0.563 6.177
H 3.294 -0.909 4.546
H 2.857 0.431 2.458
```

Its total charge is +3. Its expectation value of S² is 3.7791. The calculation puts the electronic energy at -87111.647 eV. The multiplicity is 4.

natural (NBO) population analysis, charges in e, atoms 1 to 8: 1.26, -0.85, 0.98, -0.19, 0.35, 0.36, 0.34, -1.01

---

[10]
The following is a quantum chemistry calculation of C41H57N2O4P3SiSn as an isolated structure, from OMol25.

Structure (XYZ):
```
109
Properties=species:S:1:pos:R:3
Sn 1.654 0.838 -0.827
C 3.405 -2.214 -1.339
C 2.509 -3.438 -1.177
C 2.242 -4.062 -2.551
P 0.875 -3.070 -0.359
C 0.332 -4.805 0.077
C -1.063 -4.805 0.690
C 1.263 -5.670 0.923
C 1.356 -2.324 1.254
C 2.392 -2.846 2.030
C 2.658 -2.371 3.311
C 1.911 -1.320 3.822
C 0.919 -0.742 3.039
C 0.619 -1.226 1.754
Si -1.033 -0.531 1.151
C -2.444 -1.742 1.304
C -2.937 -2.556 2.320
C -4.016 -3.384 2.056
C -4.605 -3.409 0.792
C -4.145 -2.587 -0.225
C -3.061 -1.757 0.043
P -2.300 -0.400 -0.870
C -2.027 -0.651 -2.668
C -0.926 -1.637 -3.035
C -3.348 -1.061 -3.334
C -3.429 1.069 -0.688
C -4.893 0.677 -0.477
C -3.267 2.093 -1.814
C -1.409 1.113 2.004
C -2.461 1.001 2.923
C -3.038 2.106 3.533
C -2.603 3.374 3.196
C -1.559 3.514 2.293
C -0.929 2.407 1.718
P 0.479 2.821 0.627
C -0.279 3.966 -0.645
C 0.000 5.460 -0.499
C 0.066 3.529 -2.072
C 1.794 3.566 1.711
C 1.584 4.931 2.371
C 2.116 2.532 2.797
H 4.364 -2.510 -1.767
H 3.610 -1.714 -0.390
H 2.959 -1.496 -2.034
H 3.041 -4.168 -0.564
H 1.746 -3.347 -3.211
H 1.626 -4.958 -2.500
H 3.186 -4.345 -3.019
H 0.260 -5.257 -0.918
H -1.028 -4.424 1.712
H -1.451 -5.824 0.736
H -1.766 -4.199 0.119
H 1.316 -5.305 1.950
H 2.274 -5.748 0.524
H 0.862 -6.684 0.968
H 2.990 -3.658 1.639
H 3.442 -2.825 3.905
H 2.099 -0.945 4.819
H 0.356 0.086 3.454
H -2.478 -2.563 3.302
H -4.403 -4.029 2.834
H -5.442 -4.069 0.608
H -4.635 -2.591 -1.189
H -1.741 0.343 -3.026
H -1.132 -2.630 -2.634
H 0.047 -1.324 -2.666
H -0.883 -1.712 -4.123
H -3.220 -1.004 -4.416
H -4.193 -0.430 -3.069
H -3.592 -2.095 -3.090
H -3.091 1.537 0.239
H -5.308 0.125 -1.321
H -5.480 1.590 -0.362
H -5.027 0.079 0.423
H -3.723 1.753 -2.744
H -2.224 2.335 -2.021
H -3.770 3.017 -1.527
H -2.865 0.024 3.160
H -3.839 1.971 4.247
H -3.067 4.251 3.627
H -1.239 4.512 2.026
H -1.349 3.800 -0.485
H 1.061 5.680 -0.623
H -0.336 5.870 0.450
H -0.534 5.986 -1.292
H 1.109 3.726 -2.312
H -0.554 4.085 -2.777
H -0.131 2.465 -2.253
H 2.650 3.647 1.033
H 0.665 4.970 2.955
H 1.600 5.756 1.670
H 2.405 5.086 3.072
H 1.360 2.567 3.584
H 3.080 2.769 3.249
H 2.159 1.509 2.418
O 6.931 3.500 0.373
C 6.722 2.513 1.224
O 7.479 2.229 2.110
C 5.456 1.716 1.082
C 5.162 0.662 1.929
N 3.972 0.169 1.569
N 3.465 0.840 0.531
C 4.357 1.781 0.220
C 4.020 2.670 -0.931
O 4.741 3.586 -1.249
O 2.884 2.376 -1.505
H 6.209 3.598 -0.287
H 5.740 0.259 2.745
H 3.465 -0.605 1.982
```

Its total charge is +2. The calculation puts the electronic energy at -96177.390 eV. The multiplicity is 1.

Löwdin population analysis, charges in e, atoms 1 to 8: 1.20, -0.14, -0.55, -0.10, 1.08, -0.54, -0.12, -0.10

---

Q: multiplicity of number 4 (C6H10HgO3)?
A: 2

---

Q: What is the multiplicity in the second record?
A: 1

---

Q: multiplicity of number 5 (C6H10)?
A: 1

---

Q: What is the multiplicity in the eighth record?
A: 4